No. 1
Molecular formula: C76H90ClF3N12O2
Method: DFT, ωB97M-V with the def2-TZVPD basis set

Results
E_HOMO	-24.05	eV
orbital gap	5.5956	eV
total energy	-122794.0908	eV

ORCA input file:
```
! wB97M-V def2-TZVPD RIJCOSX def2/J DEFGRID3
* xyz 10 1
C -8.33926 5.57136 5.46651
O -8.81715 5.10105 6.76100
O -8.99047 4.75586 4.57346
C -8.29029 7.15504 5.41237
F -7.81445 7.59687 6.61153
F -7.49750 7.69968 4.50031
F -9.49507 7.65623 5.10939
C -7.86567 4.67053 7.72002
C -8.53396 3.89073 8.85329
H -8.81231 2.87533 8.55872
H -7.74738 3.57675 9.54531
H -9.41816 4.31926 9.32342
H -7.22761 5.51768 7.99618
H -7.12175 3.96785 7.32376
H -7.25650 5.41152 5.33110
C -8.94644 1.68233 5.32859
N -9.83365 1.27372 4.19564
C -9.37269 0.44990 3.21221
C -10.21053 -0.02449 2.23112
C -11.50967 0.50411 2.04439
C -11.84083 1.51533 2.92677
C -11.03534 1.86774 4.02126
C -12.36333 0.06117 0.92125
C -13.61746 -0.46608 1.14697
C -14.40341 -0.92298 0.12987
N -13.94916 -0.97214 -1.13433
C -12.68682 -0.61147 -1.39801
C -11.86259 -0.03855 -0.39762
C -14.79327 -1.55910 -2.16409
H -9.54849 2.36768 5.91795
H -8.10699 2.18388 4.84953
H -8.59805 0.77736 5.82298
H -8.32306 0.19440 3.17911
H -9.84747 -0.71446 1.48141
H -12.87432 1.83754 2.90363
H -11.37335 2.63808 4.69647
H -13.87177 -0.48848 2.19855
H -15.43307 -1.19877 0.31505
H -12.29196 -0.62006 -2.40473
H -10.85014 0.26817 -0.61832
H -15.04531 -2.59104 -1.92783
H -14.28790 -1.38451 -3.11218
H -15.68835 -0.93860 -2.23178
C -6.14611 10.35708 8.93940
N -6.40682 10.00943 10.37977
C -7.59521 9.38430 10.69169
C -7.89865 9.27785 12.06476
C -6.91163 9.74551 13.01451
C -5.71800 10.29551 12.62120
C -5.46389 10.37228 11.26386
C -7.14894 9.51197 14.49493
C -8.44819 9.59191 14.93760
C -8.77825 9.30790 16.26397
N -7.77826 9.16467 17.16282
C -6.45920 9.10869 16.75966
C -6.11526 9.32621 15.45032
C -8.09434 8.86637 18.57534
H -6.68243 11.27944 8.72269
H -6.57320 9.50733 8.40817
H -5.09694 10.47328 8.67918
H -7.93840 8.93302 9.77236
H -8.84011 8.82644 12.35051
H -4.91766 10.64123 13.25991
H -4.66538 10.98368 10.86648
H -9.21878 10.02164 14.31272
H -9.80392 9.54285 16.51829
H -5.76648 9.04899 17.58830
H -5.07247 9.39097 15.17582
H -9.17778 8.78430 18.64873
H -7.77824 9.75884 19.11553
H -7.67458 7.91308 18.88959
C -13.61973 4.87381 6.28445
N -12.88026 6.09266 6.74878
C -11.61479 5.93926 7.09242
C -10.86079 7.04379 7.55171
C -11.53578 8.31551 7.57904
C -12.89804 8.39984 7.26353
C -13.52639 7.25729 6.87284
C -10.88310 9.57454 7.97861
C -10.61107 10.48472 6.95407
C -10.08213 11.73133 7.24799
N -9.78504 12.09093 8.49021
C -9.90231 11.19272 9.52901
C -10.55409 9.97499 9.27181
C -9.44931 13.44402 8.84887
H -14.32441 4.64588 7.08453
H -12.98720 4.08091 5.90316
H -14.30411 5.26891 5.53254
H -11.20278 4.94214 7.08049
H -9.80480 6.97644 7.74753
H -13.38271 9.36505 7.22781
H -14.59315 7.26881 6.69441
H -10.73677 10.10002 5.95218
H -9.93073 12.53560 6.54023
H -9.83451 11.55879 10.54322
H -10.77226 9.29334 10.08739
H -9.04336 13.98107 7.99373
H -8.84923 13.53737 9.75209
H -10.38379 13.92999 9.14014
C 5.10889 5.24955 3.84441
N 3.67077 5.08449 4.27776
C 3.05468 3.93694 4.03436
C 1.70554 3.74175 4.23970
C 1.00379 4.75400 4.92014
C 1.72530 5.89256 5.33981
C 3.04982 6.01922 4.98379
C -0.44935 4.68416 5.16296
C -1.19987 5.87369 5.25072
C -2.55988 5.75221 5.34573
N -3.09944 4.53914 5.53859
C -2.44011 3.34704 5.58562
C -1.05598 3.44896 5.36460
C -4.58070 4.40775 5.79527
H 5.36844 6.28679 4.04783
H 5.19544 5.11221 2.76749
H 5.75876 4.56481 4.38675
H 3.78532 3.20960 3.70273
H 1.28679 2.80293 3.90719
H 1.28905 6.63838 5.98611
H 3.55784 6.92589 5.28228
H -0.66624 6.79651 5.41748
H -3.26941 6.55256 5.49932
H -3.01944 2.43857 5.63619
H -0.41794 2.58657 5.23338
H -4.68745 4.74489 6.82818
H -4.95289 3.38697 5.81947
H -5.13968 5.06973 5.13860
C -0.08252 5.48905 14.05526
N -1.55382 5.26123 14.14819
C -2.23388 5.02990 13.00406
C -3.60090 4.97369 12.96456
C -4.34798 5.23684 14.13751
C -3.63172 5.60267 15.29320
C -2.24757 5.58311 15.23574
C -5.85021 5.04978 14.14222
C -6.60937 5.03786 12.93335
C -7.99081 5.09878 12.96528
N -8.66489 5.03858 14.16038
C -8.00013 4.87469 15.27695
C -6.60845 4.87615 15.27234
C -10.12959 4.92218 14.20490
H 0.35407 4.85965 14.82902
H 0.09402 6.55780 14.16802
H 0.29467 5.22286 13.07083
H -1.70764 4.81163 12.08681
H -3.93747 4.64628 11.99172
H -4.15278 5.95156 16.17208
H -1.60206 6.00584 15.99594
H -6.14775 5.11011 11.95897
H -8.64835 5.27065 12.11354
H -8.53055 4.69576 16.20246
H -6.11824 4.55918 16.18469
H -10.53422 4.06853 14.74368
H -10.60751 5.05519 13.23379
H -10.34319 5.87854 14.68890
C -15.10117 2.46084 -0.18536
N -14.03671 3.49750 -0.12047
C -12.85392 3.37813 -0.76435
C -11.79888 4.20747 -0.61801
C -12.00085 5.36923 0.18591
C -13.25755 5.56636 0.80743
C -14.28261 4.64625 0.55846
C -10.88061 6.26943 0.50698
C -10.84683 7.61174 0.12825
C -9.73562 8.37719 0.42543
N -8.73283 7.85088 1.22560
C -8.76813 6.55038 1.61782
C -9.78900 5.71296 1.16658
C -7.74181 8.83399 1.71712
H -16.05376 2.98921 -0.14458
H -15.16162 1.84523 0.71190
H -15.03219 1.83887 -1.07427
H -12.68517 2.49535 -1.36550
H -10.82528 3.90841 -0.97793
H -13.38221 6.40577 1.47528
H -15.22327 4.82010 1.06278
H -11.70261 7.91092 -0.46174
H -9.56751 9.39339 0.09810
H -7.94207 6.23879 2.23878
H -9.71603 4.68540 1.49203
H -7.38875 9.40200 0.85759
H -6.93177 8.28115 2.18344
H -8.33033 9.48153 2.36425
Cl -10.75609 6.40017 10.91343
*
```

---

No. 2
Molecular formula: C5H8S
Method: DFT, ωB97M-V with the def2-TZVPD basis set

Results
E_HOMO (spin up / spin down)	-8.45 / -8.45	eV
orbital gap (spin up / spin down)	7.8985 / 7.8978	eV
SMILES string	C=C(C)C(C)=S
total energy	-16148.9202	eV

ORCA input file:
```
! wB97M-V def2-TZVPD RIJCOSX def2/J DEFGRID3
* xyz 0 1
C -0.31404 -1.99174 0.01487
C 0.01226 -0.69439 -0.00101
C -1.01608 0.33703 0.00144
C 1.44954 -0.26213 -0.02195
C -0.59772 1.76847 0.01162
S -2.61481 -0.02325 -0.00749
H 0.43466 -2.76454 0.01313
H -1.34320 -2.30723 0.02971
H 1.66235 0.32866 -0.91156
H 2.10180 -1.13102 -0.02251
H 1.68506 0.34532 0.85030
H 0.01034 1.99606 -0.86413
H 0.00246 1.98550 0.89566
H -1.47262 2.41327 0.01191
*
```

---

No. 3
Molecular formula: C5H4FNO
Method: DFT, ωB97M-V with the def2-TZVPD basis set

Results
E_HOMO	-8.62	eV
orbital gap	8.4724	eV
SMILES string	O/C=C1\C=NC(F)=C1
total energy	-11503.4095	eV

ORCA input file:
```
! wB97M-V def2-TZVPD RIJCOSX def2/J DEFGRID3
* xyz 0 1
C -1.45510 -0.49643 -0.00439
C -0.17504 -0.08334 0.00333
C 0.30112 1.30002 -0.00147
C 2.02831 0.03291 0.00628
C 1.04492 -0.87707 -0.00485
H -3.30328 -0.09962 0.00285
H -1.71151 -1.54372 0.02289
H -0.31195 2.18661 -0.01292
H 1.12329 -1.95872 -0.00656
N 1.61317 1.35833 0.00194
O -2.48119 0.36986 -0.00285
F 3.32726 -0.18881 -0.00426
*
```

---

No. 4
Molecular formula: C8H12N2
Method: DFT, ωB97M-V with the def2-TZVPD basis set

Results
E_HOMO (spin up / spin down)	-3.75 / -9.68	eV
orbital gap (spin up / spin down)	4.6072 / 7.7487	eV
<S²>	2.02
total energy	-11463.7425	eV

ORCA input file:
```
! wB97M-V def2-TZVPD RIJCOSX def2/J DEFGRID3
* xyz 0 3
C -2.51445 0.64694 1.52027
C -1.77887 -0.25505 0.82211
C -0.55412 1.40687 1.30226
C 2.50190 0.89225 -0.08349
C 1.74689 -0.13765 0.16981
C 0.10401 -1.85036 -0.31275
C -0.03810 0.24362 -1.84961
C 0.40421 -0.31066 -0.29592
N -1.71210 1.73799 1.83378
N -0.58832 0.25104 0.60272
H -3.54026 0.44302 1.88209
H -2.11518 -1.14939 0.44524
H 0.35553 2.04180 1.20603
H 3.59793 1.00616 0.21003
H 2.20589 1.73879 -0.71470
H 2.02058 -1.05949 0.65687
H -0.87705 -2.04691 -0.53776
H 0.22164 -2.20963 0.68128
H 0.82772 -2.34670 -0.91953
H -1.02778 0.49189 -1.86102
H 0.59480 1.14292 -2.22209
H 0.16513 -0.67744 -2.53563
*
```

---

No. 5
Molecular formula: C54H34F15GeN7O4PdS2
Method: DFT, ωB97M-V with the def2-TZVPD basis set

Results
E_HOMO (spin up / spin down)	-13.91 / -13.91	eV
orbital gap (spin up / spin down)	6.8894 / 6.8889	eV
total energy	-197579.9988	eV

ORCA input file:
```
! wB97M-V def2-TZVPD RIJCOSX def2/J DEFGRID3
* xyz 2 1
Pd -0.25233 -0.05089 -0.07718
C -1.20986 3.99153 -2.25682
C -2.32894 4.46024 -1.58709
C -2.92607 3.66015 -0.62812
C -2.36974 2.41504 -0.35186
N -1.29833 1.96929 -1.00188
C -0.73537 2.73322 -1.93411
C -2.94942 1.49672 0.67630
C -3.94494 1.89133 1.56164
C -4.41040 0.96718 2.48284
C -3.89834 -0.31954 2.48477
C -2.90663 -0.64087 1.56768
N -2.44814 0.26320 0.69857
C -2.34982 -2.01571 1.40386
C -2.92691 -3.13310 1.99411
C -2.47196 -4.39141 1.62751
C -1.46156 -4.49650 0.68732
C -0.90256 -3.32714 0.19639
N -1.32679 -2.12042 0.55097
H -0.71648 4.58054 -3.01570
H -2.73960 5.43410 -1.81465
H -3.81546 3.99839 -0.11965
H 0.11857 2.31036 -2.45299
H -4.34146 2.89411 1.55326
H -5.17609 1.24671 3.19276
H -4.26381 -1.04840 3.19209
H -3.73227 -3.03483 2.70603
H -2.91506 -5.27721 2.06112
H -1.09959 -5.45805 0.35357
H -0.07230 -3.35520 -0.50247
N 1.10935 1.02208 0.57185
C 1.69357 2.16148 0.61499
C 0.89643 3.27896 1.19050
C 0.05842 3.07005 2.28317
C -0.64794 4.13708 2.81340
C -0.53558 5.39697 2.24187
C 0.27816 5.59573 1.13481
C 1.00154 4.54110 0.60427
C 3.02740 2.43746 0.05492
C 3.42365 1.84874 -1.14311
C 4.63409 2.21119 -1.71029
C 5.44601 3.14223 -1.07463
C 5.05591 3.71489 0.12931
C 3.84103 3.37056 0.69975
H -0.01432 2.09161 2.72975
H -1.27600 3.98764 3.68103
H -1.07541 6.23180 2.66731
H 0.36087 6.57876 0.69229
H 1.63968 4.69379 -0.25489
H 2.78099 1.13539 -1.64200
H 4.93972 1.77721 -2.65108
H 6.39076 3.42043 -1.51891
H 5.69219 4.44160 0.61677
H 3.52393 3.82159 1.63071
C -7.13160 -2.69028 -5.85962
C -6.38934 -1.56851 -6.56912
S -4.65382 -1.86524 -6.78915
O -4.42856 -3.26090 -7.05804
O -4.13407 -0.85764 -7.67244
C -3.94242 -1.54806 -5.16972
C -2.48041 -1.96498 -5.26560
N -1.61471 -1.42332 -4.19778
C -1.87670 -1.30872 -2.87001
N -0.82334 -0.84725 -2.20976
C 0.16765 -0.66054 -3.12728
C -0.30421 -1.01774 -4.34820
N 0.46977 -0.99739 -5.56834
O 0.05829 -1.60187 -6.53229
O 1.51201 -0.38047 -5.50326
C -3.16510 -1.66013 -2.21926
H -8.20187 -2.57071 -6.01707
H -6.94907 -2.68100 -4.78492
H -6.83280 -3.65872 -6.25502
H -6.46086 -0.61360 -6.04743
H -6.73885 -1.42080 -7.59220
H -4.51410 -2.12863 -4.45065
H -4.04726 -0.47843 -4.99078
H -2.07375 -1.58921 -6.20153
H -2.37819 -3.04997 -5.28815
H 1.15823 -0.32006 -2.88250
H -3.42707 -2.70445 -2.39169
H -3.98150 -1.03706 -2.57908
H -3.05605 -1.49626 -1.15224
F -0.44904 -0.29983 2.92570
C 0.26659 -0.57175 4.02638
C 1.62522 -0.76668 3.92920
C 2.27970 -1.09862 5.10704
F 3.60129 -1.30176 5.08809
C 1.62879 -1.21134 6.32345
F 2.29394 -1.52163 7.42038
C 0.25733 -0.99241 6.37696
F -0.38778 -1.09109 7.52211
C -0.43000 -0.67620 5.21517
F -1.75001 -0.48786 5.24302
Ge 2.73974 -0.78625 2.33711
S 1.81586 -0.64426 0.23833
C 4.18012 0.48204 2.43463
C 5.13860 0.43553 1.43130
F 4.95504 -0.39345 0.39320
C 6.28994 1.19638 1.45704
F 7.17941 1.13076 0.47921
C 6.48702 2.06601 2.52387
F 7.55895 2.83141 2.55476
C 5.53452 2.16621 3.52876
F 5.70732 3.02605 4.51965
C 4.39286 1.38206 3.46761
F 3.48904 1.54443 4.43849
C 3.37168 -2.62859 2.28603
C 2.40811 -3.62254 2.34645
F 1.11000 -3.27450 2.44084
C 2.70821 -4.97064 2.32246
F 1.74422 -5.88542 2.36969
C 4.03824 -5.35948 2.24379
F 4.35168 -6.63852 2.21090
C 5.03743 -4.39633 2.20440
F 6.30553 -4.76287 2.14854
C 4.69194 -3.05250 2.22326
F 5.69538 -2.17558 2.20520
*
```

---

No. 6
Molecular formula: C46H53N2OSi
Method: DFT, ωB97M-V with the def2-TZVPD basis set

Results
E_HOMO	-10.43	eV
orbital gap	6.0881	eV
total energy	-61462.9668	eV

ORCA input file:
```
! wB97M-V def2-TZVPD RIJCOSX def2/J DEFGRID3
* xyz 1 1
C -2.78064 -0.53621 4.52081
Si -3.39399 0.96645 3.60565
C -4.90004 0.61867 2.56360
C -3.68239 2.44223 4.68814
O -2.22129 1.34484 2.46843
C -1.25563 2.37338 2.38870
C -1.90363 3.70055 1.92135
C -3.13367 3.71502 1.25955
C -3.67794 4.94106 0.85669
C -2.98558 6.13583 1.07026
C -1.73034 6.10242 1.67819
C -1.18036 4.88436 2.08579
C -0.47640 2.42121 3.72042
C -0.58451 3.49034 4.61490
C 0.16092 3.48572 5.80449
C 0.91431 2.36662 6.16123
C 0.93296 1.25039 5.31517
C 0.22642 1.26994 4.10399
C -0.31938 1.90339 1.22446
C -1.03140 1.75278 -0.13394
C -0.65400 2.96134 -0.98183
C 0.63252 3.52277 -0.35934
N 0.74697 2.86577 0.94070
C 1.79602 3.01398 1.73244
C 2.86614 3.87369 1.45789
C 3.46029 4.19018 0.25599
C 4.30384 5.36371 0.26708
C 5.47307 5.51729 -0.52003
C 6.28471 6.64382 -0.32946
C 5.94571 7.64317 0.59788
C 4.78230 7.49024 1.36945
C 3.98049 6.37189 1.21428
H -3.53160 -0.80148 5.27705
H -2.65988 -1.38734 3.83612
H -1.82102 -0.37405 5.03053
H -5.72677 0.29907 3.21074
H -5.22001 1.51926 2.02443
H -4.70437 -0.17055 1.82705
H -4.63883 2.28344 5.20407
H -2.89691 2.57092 5.44227
H -3.75820 3.37212 4.10942
H -3.68268 2.78458 1.07313
H -4.65532 4.95054 0.37365
H -3.42117 7.09174 0.76546
H -1.15992 7.01479 1.85596
H -0.20410 4.84724 2.57854
H -1.26074 4.32535 4.41215
H 0.14155 4.37190 6.44335
H 1.47571 2.34920 7.10245
H 1.49919 0.35170 5.57918
H 0.21536 0.38492 3.45469
H 0.12788 0.93513 1.50935
H -0.58570 0.85625 -0.58607
H -2.10828 1.56817 -0.05226
H -0.47392 2.67481 -2.02584
H -1.44123 3.72458 -0.97625
H 1.49848 3.27071 -0.98462
H 0.58735 4.62166 -0.26472
H 1.80914 2.49227 2.69116
H 3.27690 4.27844 2.38908
H 3.40475 3.61869 -0.66837
H 5.73020 4.72539 -1.22471
H 7.19573 6.74766 -0.91885
H 6.58419 8.51853 0.74146
H 4.48334 8.24043 2.09806
H 3.08443 6.24493 1.82983
C 3.43445 -4.36524 -7.86251
C 4.40095 -3.66991 -7.12764
C 4.04766 -3.00589 -5.94986
C 2.72968 -3.06352 -5.49293
C 2.44478 -2.41603 -4.13943
C 2.53420 -3.42094 -2.98651
C 2.82470 -2.98729 -1.68323
C 2.85650 -3.91051 -0.62772
C 2.61779 -5.27508 -0.86474
C 2.35844 -5.70815 -2.17170
C 2.30824 -4.78359 -3.22231
C 1.07474 -1.73156 -4.07850
C 0.51896 -1.06487 -5.35122
C -0.58275 -0.14752 -4.79286
C -0.32288 -0.07496 -3.26689
N 1.03390 -0.61853 -3.12221
C 1.75044 -3.75692 -6.21648
C 2.11692 -4.41548 -7.40040
H 3.71668 -4.87554 -8.78497
H 5.44013 -3.63505 -7.44994
H 4.78149 -2.45018 -5.35020
H 3.19010 -1.62557 -3.97667
H 3.04199 -1.92770 -1.49737
H 3.07919 -3.56074 0.38346
H 2.64232 -5.99884 -0.04285
H 2.19385 -6.76578 -2.39059
H 2.10893 -5.13475 -4.23773
H 0.32229 -2.51422 -3.80948
H 1.31057 -0.45127 -5.80552
H 0.17999 -1.75684 -6.12757
H -0.50157 0.82389 -5.28249
H -1.59130 -0.52590 -5.00044
H -0.46155 0.93217 -2.86775
H -1.03405 -0.75481 -2.75860
H 1.26344 -0.93046 -2.18055
H 0.71413 -3.81259 -5.85021
H 1.35518 -4.96712 -7.95101
*
```

---

No. 7
Molecular formula: C3H12N3
Method: DFT, ωB97M-V with the def2-TZVPD basis set

Results
E_HOMO	-12.75	eV
orbital gap	8.7883	eV
total energy	-7767.4954	eV

ORCA input file:
```
! wB97M-V def2-TZVPD RIJCOSX def2/J DEFGRID3
* xyz 1 1
C -1.24899 -1.64168 -0.93090
N 0.00012 -0.91034 -0.74346
C 1.24986 -1.64051 -0.93138
C -0.00044 0.37997 -0.49033
H -1.00804 -2.70904 -0.98394
H -1.93079 -1.44932 -0.09031
H -1.75973 -1.34663 -1.86098
H 1.00987 -2.70813 -0.98415
H 1.75987 -1.34513 -1.86174
H 1.93186 -1.44738 -0.09113
H 0.96014 0.89962 -0.48806
H -0.96164 0.89862 -0.48741
N -0.00020 1.44498 1.57341
N -0.00099 2.88659 1.73801
H 0.82031 1.11632 2.07836
H -0.82043 1.11655 2.07893
H 0.81612 3.22779 1.23673
H -0.81691 3.22773 1.23835
*
```